# 1
68
Properties=species:S:1:pos:R:3 method="wB97M-V/def2-TZVPD" homo_lumo_gap_ev=10.659 e_lumo_ev=2.29 charge=-1
P 14.289 -3.508 13.156
F 13.175 -2.569 13.856
F 13.145 -4.663 13.043
F 13.808 -2.991 11.671
F 15.423 -4.392 12.426
F 15.337 -2.296 13.250
F 14.727 -4.080 14.579
C 22.220 -3.996 16.668
O 21.081 -3.121 16.721
C 19.910 -3.691 16.418
O 19.682 -4.867 16.381
O 19.043 -2.733 16.168
C 17.688 -3.167 16.032
H 21.990 -5.017 16.954
H 22.932 -3.597 17.389
H 22.639 -3.943 15.665
H 17.597 -3.715 15.093
H 17.081 -2.272 16.040
H 17.394 -3.881 16.801
C 13.018 -7.948 14.548
O 12.968 -9.256 15.120
C 11.930 -9.998 14.791
O 11.052 -9.716 14.031
O 12.021 -11.144 15.476
C 11.069 -12.125 15.092
H 13.384 -8.023 13.523
H 13.713 -7.332 15.103
H 12.042 -7.472 14.548
H 11.333 -12.574 14.138
H 10.065 -11.698 15.095
H 11.069 -12.892 15.865
C 11.801 0.853 19.699
O 12.104 -0.430 19.191
C 13.196 -0.513 18.431
O 13.829 0.414 18.024
O 13.439 -1.790 18.217
C 14.521 -2.049 17.328
H 11.006 1.322 19.118
H 12.691 1.476 19.701
H 11.415 0.737 20.712
H 14.304 -1.681 16.318
H 14.621 -3.121 17.180
H 15.480 -1.602 17.584
C 17.208 -7.246 12.713
Cl 17.372 -6.737 11.038
Cl 16.530 -8.879 12.840
H 18.177 -7.236 13.197
H 16.555 -6.544 13.221
C 15.027 0.372 12.579
Cl 14.658 1.777 11.557
Cl 15.460 0.829 14.226
H 14.165 -0.278 12.629
H 15.834 -0.150 12.083
C 16.156 -2.493 9.562
Cl 17.532 -3.581 9.814
Cl 16.697 -0.867 9.115
H 15.524 -2.891 8.781
H 15.629 -2.454 10.505
C 11.019 -1.551 12.122
Cl 9.777 -1.448 10.838
Cl 10.957 -0.136 13.167
H 10.814 -2.443 12.700
H 11.992 -1.654 11.665
C 13.678 -7.185 10.783
Cl 14.051 -6.569 9.172
Cl 12.990 -8.811 10.735
H 14.599 -7.214 11.353
H 12.988 -6.518 11.279

=====

# 2
52
Properties=species:S:1:pos:R:3 method="wB97M-V/def2-TZVPD" homo_lumo_gap_ev=9.078 e_lumo_ev=0.18 charge=0
O -0.681 0.617 -0.844
C -0.548 -0.162 -1.683
O -0.538 -1.551 -1.560
C -1.510 -1.942 -2.587
C -2.893 -1.656 -1.938
C -4.107 -2.384 -2.636
C -5.403 -1.556 -2.262
I -5.909 -0.089 -3.804
C -0.972 -1.026 -3.730
S -2.246 -0.563 -4.966
Cl 0.512 -1.723 -4.558
O -0.414 0.096 -3.048
H -1.255 -3.016 -2.713
H -3.163 -0.580 -1.880
H -2.833 -2.031 -0.892
H -4.026 -2.343 -3.740
H -4.190 -3.445 -2.326
H -5.238 -0.963 -1.338
H -6.287 -2.211 -2.159
H -2.211 -1.535 -5.930
C 0.994 2.862 4.517
O 0.824 3.106 3.130
C 0.666 1.910 2.375
C -0.797 1.603 2.095
O -1.522 1.342 3.295
C -2.231 2.476 3.767
H 0.772 3.785 5.052
H 0.329 2.078 4.883
H 2.033 2.579 4.717
H 1.153 1.069 2.880
H 1.177 2.065 1.420
H -0.851 0.700 1.486
H -1.267 2.415 1.530
H -3.167 2.585 3.208
H -1.648 3.394 3.681
H -2.468 2.311 4.819
C 3.421 -1.230 1.862
O 3.878 0.053 1.459
C 5.003 -0.009 0.592
C 4.600 0.111 -0.869
O 3.794 -0.983 -1.286
C 2.408 -0.684 -1.258
H 2.398 -1.126 2.225
H 3.428 -1.948 1.041
H 4.048 -1.605 2.678
H 5.574 -0.927 0.766
H 5.649 0.837 0.846
H 5.506 0.094 -1.483
H 4.088 1.061 -1.057
H 2.133 -0.120 -2.155
H 2.127 -0.115 -0.369
H 1.860 -1.625 -1.254

=====

# 3
63
Properties=species:S:1:pos:R:3 method="wB97M-V/def2-TZVPD" homo_lumo_gap_ev="4.119 / 4.098" e_lumo_ev="3.82 / 3.82" spin_multiplicity=6 charge=-2
Mn 0.598 -0.534 -0.150
C 1.792 3.476 2.172
F 3.151 3.665 2.145
F 1.453 4.132 3.308
F 1.123 4.155 1.228
S 1.436 1.617 2.371
O 1.171 1.010 1.090
O 2.578 0.831 2.880
O 0.287 1.544 3.256
C 4.134 2.056 -1.064
F 3.134 2.668 -0.509
F 4.174 2.169 -2.345
F 5.148 2.657 -0.510
S 3.990 0.223 -0.595
O 5.044 -0.464 -1.371
O 4.242 0.237 0.851
O 2.613 -0.216 -0.816
C -1.890 -3.319 -2.330
C -0.458 -2.908 -2.562
C -0.072 -2.840 -4.064
O 0.078 -1.860 -1.718
H -2.017 -4.343 -2.680
H -2.620 -2.581 -2.663
H -2.114 -3.359 -1.264
H 0.097 -3.810 -2.302
H 0.965 -2.520 -4.160
H -0.766 -2.137 -4.526
H -0.068 -3.757 -4.652
C 2.628 -4.146 1.267
C 1.537 -2.999 1.577
C 0.828 -3.101 2.938
O 1.973 -1.638 1.549
H 2.264 -5.165 1.395
H 3.536 -3.956 1.839
H 2.704 -4.025 0.186
H 0.924 -3.183 0.695
H -0.059 -2.501 3.138
H 1.605 -3.104 3.703
H 0.442 -4.091 3.182
C -2.650 -0.109 0.385
O -1.428 -0.229 0.593
N -3.547 0.074 1.430
C -5.044 0.249 1.187
C -3.173 0.218 2.852
H -3.149 -0.115 -0.596
H -5.445 0.174 0.176
H -5.209 1.220 1.654
H -5.648 -0.424 1.796
H -3.605 -0.528 3.520
H -2.100 0.110 3.008
H -3.488 1.191 3.229
C -0.039 2.122 -2.043
O 0.156 1.142 -1.323
N -0.949 3.124 -1.793
C -0.952 4.337 -2.611
C -1.604 3.255 -0.465
H 0.427 2.359 -3.012
H -0.309 4.236 -3.485
H -0.495 5.070 -1.946
H -1.938 4.754 -2.821
H -2.663 3.508 -0.415
H -1.614 2.322 0.099
H -1.119 4.056 0.091

=====

# 4
65
Properties=species:S:1:pos:R:3 method="wB97M-V/def2-TZVPD" homo_lumo_gap_ev=4.101 e_lumo_ev=-8.40 charge=+1
In 0.951 -0.298 -0.196
C -1.063 1.941 -4.140
F -2.288 2.435 -4.302
F -0.473 1.851 -5.344
F -0.324 2.716 -3.329
S -1.327 0.212 -3.232
O -1.774 0.511 -1.864
O -2.327 -0.443 -4.094
N 0.305 -0.439 -3.011
S 0.298 -1.670 -3.925
O -0.247 -2.878 -3.337
O -0.032 -1.389 -5.318
C 2.194 -1.968 -4.110
F 2.506 -3.242 -4.249
F 2.715 -1.290 -5.166
F 2.805 -1.624 -2.987
F 1.193 -1.850 2.355
C -3.724 0.802 1.646
C -2.288 1.023 2.014
O -1.410 0.655 1.211
N -1.984 1.552 3.179
C -2.889 1.805 4.309
H -3.920 0.475 0.625
H -4.380 1.623 1.936
H -4.103 0.010 2.291
H -1.008 1.751 3.347
H -2.330 2.232 5.142
H -3.304 0.840 4.598
H -3.708 2.458 4.006
C -3.113 -2.887 -1.768
C -2.246 -2.933 -0.523
O -1.226 -2.201 -0.515
N -2.767 -3.617 0.498
C -2.139 -3.657 1.788
H -2.518 -3.093 -2.658
H -3.442 -1.854 -1.881
H -3.991 -3.522 -1.650
H -3.637 -4.119 0.397
H -1.223 -3.079 1.908
H -1.947 -4.723 1.910
H -2.757 -3.288 2.606
C 2.042 4.580 0.069
C 0.714 3.861 -0.139
O 0.693 2.632 -0.300
N -0.394 4.577 -0.131
C -1.712 4.003 -0.423
H 2.455 5.084 -0.805
H 2.738 3.847 0.477
H 2.078 5.344 0.846
H -0.378 5.573 0.041
H -1.654 3.270 -1.228
H -2.372 4.772 -0.826
H -2.221 3.521 0.412
C 6.055 -1.068 0.926
C 4.558 -1.255 1.193
O 3.755 -0.983 0.319
N 4.090 -1.766 2.314
C 4.869 -2.348 3.378
H 6.533 -0.374 1.617
H 6.223 -0.760 -0.106
H 6.704 -1.943 0.966
H 3.093 -1.922 2.347
H 5.477 -1.584 3.862
H 5.494 -3.144 2.972
H 4.106 -2.743 4.050

=====

# 5
67
Properties=species:S:1:pos:R:3 method="wB97M-V/def2-TZVPD" homo_lumo_gap_ev=2.000 e_lumo_ev=4.41 charge=-3
Rb -1.130 0.554 -2.222
S -3.083 2.335 -5.490
O -2.633 3.664 -6.051
O -2.889 1.248 -6.464
O -2.322 2.079 -4.225
O -4.532 2.538 -5.152
S -0.712 -2.753 -3.215
O -2.023 -3.059 -3.813
O -0.074 -1.555 -3.833
O -0.931 -2.391 -1.773
O 0.206 -3.920 -3.270
C 2.452 -4.746 3.837
C 3.492 -3.735 3.363
O 2.877 -2.637 2.715
C 2.463 -2.864 1.449
O 2.415 -3.932 0.902
O 2.053 -1.716 0.968
C 1.649 -1.549 -0.410
H 2.057 -5.333 3.010
H 1.607 -4.247 4.315
H 2.871 -5.465 4.547
H 4.137 -4.242 2.639
H 4.105 -3.437 4.211
H 1.567 -2.482 -0.961
H 2.474 -1.003 -0.882
H 0.798 -0.885 -0.458
C -6.096 1.589 1.794
C -5.203 1.073 0.684
O -4.786 -0.253 1.068
C -3.531 -0.564 0.707
O -2.777 0.139 0.095
O -3.259 -1.765 1.224
C -1.920 -2.235 1.089
H -5.546 1.613 2.737
H -7.033 1.045 1.916
H -6.385 2.624 1.589
H -4.325 1.707 0.609
H -5.741 1.019 -0.260
H -1.933 -3.318 1.096
H -1.356 -1.914 1.981
H -1.368 -1.811 0.255
C 2.621 4.210 -0.251
C 3.512 3.013 -0.499
O 3.594 2.639 -1.853
C 2.647 1.802 -2.324
O 1.652 1.484 -1.737
O 2.938 1.506 -3.577
C 2.400 0.232 -4.026
H 1.622 3.904 -0.583
H 2.828 5.046 -0.921
H 2.568 4.510 0.792
H 3.270 2.206 0.202
H 4.550 3.212 -0.202
H 2.579 -0.534 -3.269
H 2.919 -0.124 -4.910
H 1.329 0.331 -4.187
C 0.513 0.457 2.809
C 1.058 1.822 3.186
O 0.889 2.611 2.029
S -0.575 2.289 1.430
O -0.523 2.307 0.024
O -1.576 3.056 2.089
O -0.590 0.784 1.957
H 0.172 -0.079 3.693
H 1.230 -0.138 2.245
H 2.116 1.788 3.460
H 0.622 2.247 4.097

=====

# 6
57
Properties=species:S:1:pos:R:3 method="wB97M-V/def2-TZVPD" homo_lumo_gap_ev=5.975 e_lumo_ev=1.33 charge=-1
C 3.151 0.732 -0.127
C 3.893 0.999 0.815
Al 4.887 1.366 2.592
N 3.716 0.762 4.007
H 2.651 0.092 -0.871
H 5.261 2.914 2.707
H 6.226 0.476 2.686
H 3.739 -0.268 3.967
H 2.776 0.989 3.646
Br 0.640 0.267 0.515
C -0.383 -1.246 -0.165
C -1.175 -0.868 -1.391
Br -2.760 0.167 -0.921
H -1.004 -1.605 0.654
H 0.361 -2.005 -0.409
H -1.558 -1.758 -1.893
H -0.606 -0.273 -2.102
Br -1.583 2.291 3.126
C -3.047 3.455 2.590
C -2.980 3.774 1.119
Br -1.603 5.100 0.741
H -3.001 4.337 3.225
H -3.954 2.896 2.820
H -3.911 4.230 0.782
H -2.761 2.905 0.501
Br 9.792 0.165 1.366
C 8.821 -1.364 0.649
C 8.050 -0.994 -0.593
Br 6.433 -0.001 -0.151
H 8.188 -1.741 1.449
H 9.589 -2.104 0.419
H 7.701 -1.889 -1.108
H 8.623 -0.380 -1.285
Br 3.329 3.162 -1.096
C 2.156 4.594 -1.725
C 1.101 4.066 -2.661
Br 1.834 3.705 -4.432
H 2.790 5.355 -2.179
H 1.697 5.002 -0.823
H 0.322 4.811 -2.824
H 0.645 3.141 -2.312
Br -1.896 -5.641 1.034
C -2.994 -4.204 0.309
C -3.564 -4.571 -1.035
Br -2.218 -4.435 -2.438
H -2.372 -3.313 0.283
H -3.793 -4.062 1.037
H -4.345 -3.869 -1.323
H -3.959 -5.584 -1.073
Br -5.964 -1.468 -1.673
C -7.550 -2.599 -1.699
C -8.435 -2.330 -0.510
Br -7.712 -3.141 1.107
H -7.204 -3.629 -1.752
H -8.065 -2.345 -2.626
H -9.412 -2.792 -0.647
H -8.565 -1.270 -0.303

=====

# 7
47
Properties=species:S:1:pos:R:3 method="wB97M-V/def2-TZVPD" homo_lumo_gap_ev="3.636 / 3.628" e_lumo_ev="5.21 / 5.21" charge=-2
C -0.237 0.314 -3.973
C 1.147 0.115 -4.240
C 1.902 0.898 -3.313
C 0.965 1.605 -2.499
C -0.351 1.239 -2.913
Ca 0.933 -0.802 -1.845
N -0.977 -1.543 -1.228
C 0.612 -3.317 -2.104
C 1.624 -2.869 -2.904
H 2.992 0.921 -3.211
H 1.575 -0.574 -4.981
H 1.224 2.237 -1.633
H -1.292 1.541 -2.413
H -1.070 -0.206 -4.477
H 1.488 -2.720 -3.978
H -0.327 -3.666 -2.525
H -1.961 -1.934 -1.025
H 2.593 -2.547 -2.476
H 0.770 -3.500 -1.038
C -1.200 -0.715 3.463
Si -0.260 -1.084 1.827
C 1.504 -1.510 2.341
C -1.120 -2.720 1.411
C -0.213 0.348 0.707
Si -0.499 2.017 1.306
C 0.744 2.395 2.686
C -0.266 3.497 0.146
C -2.274 2.237 1.907
H -1.095 -1.560 4.159
H -2.271 -0.597 3.257
H -0.840 0.181 3.979
H 1.526 -2.300 3.098
H 2.053 -1.848 1.459
H 1.993 -0.619 2.743
H -2.169 -2.538 1.158
H -0.645 -3.219 0.566
H -1.091 -3.407 2.266
H 0.077 0.520 -0.381
H 1.754 2.373 2.265
H 0.555 3.391 3.095
H 0.686 1.663 3.494
H -0.873 3.399 -0.758
H -0.577 4.416 0.660
H 0.784 3.624 -0.131
H -2.958 2.077 1.067
H -2.517 1.529 2.701
H -2.412 3.255 2.286

=====

# 8
57
Properties=species:S:1:pos:R:3 method="wB97M-V/def2-TZVPD" homo_lumo_gap_ev=6.582 e_lumo_ev=1.84 charge=-1
C -2.142 4.830 3.278
C -2.712 3.892 2.199
C -1.810 2.660 2.037
C -4.171 3.526 2.503
Ga -5.455 5.069 2.280
S -4.965 6.242 0.339
C -7.330 4.250 2.021
F -8.411 5.097 1.954
F -7.458 3.470 0.899
F -7.644 3.400 3.058
H -1.045 4.869 3.240
H -2.441 4.484 4.276
H -2.520 5.854 3.163
H -2.706 4.443 1.246
H -1.722 2.129 2.999
H -2.248 1.959 1.313
H -0.803 2.921 1.688
H -4.253 3.167 3.542
H -4.489 2.695 1.857
H -5.470 6.071 3.528
H -4.075 7.104 0.843
C -0.771 -1.542 -0.404
O -0.340 -0.861 -1.592
C 0.195 0.342 -1.374
O 0.375 0.852 -0.300
O 0.480 0.892 -2.556
C 0.990 2.229 -2.465
H -1.198 -2.479 -0.749
H 0.073 -1.734 0.257
H -1.517 -0.951 0.122
H 1.918 2.246 -1.897
H 0.262 2.881 -1.986
H 1.165 2.542 -3.489
C 3.283 -0.808 0.973
O 4.449 -1.570 0.636
C 4.249 -2.881 0.557
O 3.189 -3.445 0.653
O 5.421 -3.470 0.307
C 5.348 -4.893 0.193
H 3.593 0.232 0.941
H 2.485 -0.978 0.253
H 2.931 -1.067 1.969
H 4.683 -5.175 -0.619
H 4.990 -5.334 1.122
H 6.361 -5.220 -0.018
C 1.925 -2.622 -2.981
O 2.998 -3.547 -3.221
C 2.618 -4.819 -3.241
O 1.499 -5.233 -3.084
O 3.701 -5.583 -3.434
C 3.418 -6.983 -3.503
H 2.365 -1.632 -3.045
H 1.149 -2.738 -3.734
H 1.499 -2.786 -1.993
H 2.753 -7.199 -4.337
H 2.954 -7.329 -2.580
H 4.379 -7.467 -3.650